(1)
The following is a DFT calculation (ωB97M-V/def2-TZVPD) of one molecule with the formula C21H23NO5.

Last column: Mulliken charge in e.
Atoms and positions in Å:
O (-1.2512, 3.0399, 1.3779)  -0.85
O (0.9158, 3.6737, -0.9133)  -0.62
O (0.9743, 0.6878, 0.0651)  -0.46
O (-2.9201, 2.7574, -0.9506)  -0.58
O (-2.1800, 0.2818, 0.0883)  -0.61
C (-0.3851, 2.1827, 1.1286)  0.35
C (0.1521, 2.7659, -1.1858)  -0.26
C (1.3216, 0.7911, 1.3850)  1.21
C (0.5439, 1.6762, 2.0509)  0.19
C (2.3453, 0.0085, 1.9928)  -1.23
C (3.0194, -0.8947, 1.2188)  -0.14
C (4.2200, -1.5487, 1.7079)  -0.25
C (4.9492, -2.3626, 0.9032)  -0.21
C (-5.3281, -1.7611, -2.0872)  -0.35
C (-3.9911, -2.0224, -2.4188)  -0.78
C (-5.7925, -0.4268, -2.0031)  -0.82
C (-3.1412, -0.9771, -2.6880)  0.25
C (-4.8946, 0.6313, -2.2216)  0.36
C (-3.5639, 0.3478, -2.5960)  -0.13
N (-0.9578, 3.0157, -1.9838)  -0.31
C (0.5335, 2.1021, 3.5052)  -1.46
C (5.6071, -4.3761, 2.2001)  -1.08
C (6.0746, -3.0732, 1.5433)  -0.52
C (-2.5821, 1.4777, -2.9351)  -1.70
C (-0.1060, 1.5831, -0.2185)  1.82
C (-1.9676, 2.0344, -1.6971)  0.89
C (-1.2947, 0.9280, -0.8533)  -0.94
H (-2.6025, 2.9656, -0.0377)  0.55
H (-3.0460, 0.2029, -0.3557)  0.46
H (2.6788, 0.2475, 3.0251)  0.16
H (2.7225, -1.0607, 0.1721)  0.32
H (4.4474, -1.4309, 2.7498)  0.32
H (4.7427, -2.3944, -0.1923)  0.34
H (-5.9446, -2.6268, -1.8812)  0.37
H (-3.5881, -3.0556, -2.4473)  0.34
H (-6.7999, -0.2225, -1.7058)  0.40
H (-2.1520, -1.2195, -3.0501)  0.35
H (-5.1968, 1.6788, -2.1107)  0.40
H (-1.2601, 4.0054, -1.9612)  0.35
H (0.7703, 3.1843, 3.5793)  0.30
H (-0.4255, 1.8959, 3.9798)  0.31
H (1.2769, 1.5663, 4.1499)  0.31
H (4.8400, -4.1931, 2.9424)  0.34
H (5.1474, -5.0413, 1.4662)  0.33
H (6.4619, -4.8814, 2.6939)  0.30
H (6.5125, -2.4553, 2.3515)  0.27
H (6.8717, -3.3030, 0.8000)  0.33
H (-3.0769, 2.2778, -3.4749)  0.51
H (-1.7978, 1.1268, -3.6137)  0.37
H (-0.8825, 0.1909, -1.4940)  0.49

Atoms 1-2, force components in eV/Å:
0.531 -1.104 -0.761
0.746 -1.204 -0.578

Results
- Relative energy (zero: lowest compared OMol25 entry of this formula, charge and spin): 80.3 kcal per mole
- Spin multiplicity: 1
- Net charge: 0
- Orbital gap: 7.68 eV
- Total energy: -33876.4591 eV
- SMILES: CC/C=C/C=C/C1=C(C)C(=O)[C@]2(O1)C(=O)N[C@@](O)(Cc1ccccc1)[C@@H]2O

(2)
The following is a DFT calculation (ωB97M-V/def2-TZVPD) of a 3-piece molecular cluster, C12H25N2O6 overall.

Last column: Mulliken charge in e.
Atoms and positions in Å:
C (0.6445, -0.8441, 1.1353)  -0.96
N (0.0374, 0.4168, 0.7331)  -0.25
C (-0.7293, 1.0671, 1.7998)  -0.79
N (-2.0263, 0.5233, 2.1350)  -0.32
C (-3.0195, 0.8021, 1.0853)  -0.03
C (-4.1892, -0.2207, 1.0747)  0.33
O (-4.6389, -0.4800, -0.0722)  -0.71
O (-4.5456, -0.6908, 2.1672)  -0.74
H (1.3833, -1.1719, 0.4048)  0.30
H (1.1499, -0.7234, 2.0970)  0.40
H (-0.0871, -1.6580, 1.2607)  0.25
H (-0.5663, 0.2480, -0.0654)  0.31
H (-0.0941, 1.0276, 2.6947)  0.42
H (-0.8365, 2.1253, 1.5451)  0.32
H (-1.9619, -0.4845, 2.2308)  0.27
H (-2.6004, 0.7804, 0.0821)  -0.03
H (-3.4515, 1.7907, 1.2773)  0.27
O (-2.2221, 1.1442, -1.9721)  -0.57
C (-2.5305, 0.0311, -2.2996)  1.02
O (-2.1693, -0.9715, -1.4810)  -0.10
C (-2.6809, -2.2945, -1.5953)  -0.60
C (-1.9124, -3.1215, -2.6095)  -1.19
C (-3.2525, -0.2689, -3.5903)  -1.44
H (-3.7521, -2.2671, -1.7939)  0.42
H (-2.5661, -2.7155, -0.5986)  0.43
H (-1.9958, -2.7077, -3.6157)  0.28
H (-2.2914, -4.1447, -2.6271)  0.39
H (-0.8531, -3.1450, -2.3498)  0.30
H (-2.5195, -0.3035, -4.3969)  0.32
H (-3.9459, 0.5471, -3.7755)  0.32
H (-3.8161, -1.1977, -3.5776)  0.37
O (3.8767, -1.0714, -0.1533)  -0.57
C (4.2833, -0.0241, 0.2626)  0.88
O (4.3483, 0.1505, 1.6006)  -0.37
C (4.9116, 1.3138, 2.2061)  -0.47
C (3.9093, 2.4460, 2.2999)  -0.87
C (4.6290, 1.1216, -0.6606)  -1.06
H (5.8263, 1.6137, 1.6909)  0.36
H (5.2032, 0.9889, 3.2041)  0.33
H (3.5818, 2.7764, 1.3145)  0.27
H (4.3483, 3.2980, 2.8212)  0.37
H (3.0246, 2.1173, 2.8439)  0.24
H (3.7015, 1.6270, -0.9288)  0.25
H (5.0728, 0.7027, -1.5600)  0.33
H (5.3223, 1.8471, -0.2435)  0.33

Atoms 1-2, force components in eV/Å:
-0.361 -0.153 0.041
0.322 0.096 -0.004

Results
- Relative energy (zero: lowest compared OMol25 entry of this formula, charge and spin): 0.0 kcal per mole
- Spin multiplicity: 1
- Net charge: -1
- Orbital gap: 6.49 eV
- Total energy: -28115.9742 eV

(3)
The following is a DFT calculation (ωB97M-V/def2-TZVPD) of C35H49FNO10P2SSbSiW as an isolated structure.

Last column: Mulliken charge in e.
Atoms and positions in Å:
W (0.1048, 0.3533, 2.6673)  1.26
C (3.6540, 5.2961, 0.2913)  -0.91
O (2.6981, 4.8012, -0.6392)  -0.27
C (2.7384, 5.3261, -1.9850)  -0.72
C (1.5434, 4.9334, -2.7653)  -0.73
O (1.3420, 3.5317, -2.8481)  -0.24
C (2.5231, 2.7158, -3.1126)  -0.64
C (1.9978, 1.3542, -3.5354)  -0.45
O (1.1375, 0.6541, -2.5804)  -0.01
C (1.0110, 1.1773, -1.2604)  0.12
H (3.3915, 6.2844, 0.6676)  0.32
H (4.6877, 5.2492, -0.1502)  0.32
H (3.6878, 4.5604, 1.1153)  0.25
H (3.6684, 5.0138, -2.4363)  0.42
H (2.8272, 6.4064, -1.9058)  0.49
H (1.6827, 5.4013, -3.7402)  0.38
H (0.6685, 5.3199, -2.2941)  0.36
H (3.1456, 2.6663, -2.1926)  0.19
H (3.0671, 3.0694, -3.9894)  0.54
H (2.8676, 0.7318, -3.7622)  0.34
H (1.3910, 1.4265, -4.4430)  0.27
H (0.4836, 2.1225, -1.3399)  0.25
H (1.9582, 1.4426, -0.7943)  0.39
H (0.4853, 0.5115, -0.6073)  -0.73
C (-2.3945, 1.7233, -0.3476)  -1.57
C (-2.1541, 2.7049, 0.8016)  1.34
O (-2.8904, 3.8945, 0.5489)  -0.65
P (-2.8164, 2.1877, 2.4135)  0.03
O (-3.0491, 3.3520, 3.4447)  -0.48
O (-4.2063, 1.5141, 2.2098)  -0.51
O (-1.8233, 1.1302, 2.8963)  0.04
P (-0.4613, 3.3053, 1.3561)  0.20
O (0.1381, 3.8798, 0.0813)  -0.07
O (-0.5137, 4.1446, 2.5368)  -0.86
O (0.3211, 2.0191, 1.6529)  -0.40
H (-3.4484, 1.5160, -0.3857)  0.56
H (-1.8921, 0.8007, -0.2289)  0.14
H (-2.0522, 2.0963, -1.3131)  0.52
H (-2.9089, 4.0863, -0.3959)  0.40
H (-2.3895, 4.0969, 3.5152)  0.42
H (-4.7250, 1.4045, 3.0711)  0.40
H (1.0541, 4.1010, -0.0736)  0.43
C (-0.0898, -3.4856, 3.6400)  -1.09
Si (-0.0911, -2.4444, 5.1499)  -0.21
C (-1.7459, -2.5606, 5.9578)  -1.11
C (1.2547, -2.6048, 6.4800)  -1.05
N (0.0086, -0.7862, 4.4653)  0.66
C (-0.0792, 0.2926, 5.3175)  1.09
C (-0.1631, 0.3219, 6.7001)  -0.38
C (-0.1410, 1.6289, 7.2201)  -0.95
C (0.1791, 2.7576, 6.5046)  -0.55
C (0.3080, 2.7295, 5.1059)  -0.66
C (0.0411, 1.4732, 4.5571)  0.13
F (1.8580, 0.0071, 2.4440)  -0.62
H (-1.1227, -3.3698, 3.3502)  0.29
H (0.1620, -4.5298, 3.8492)  0.48
H (0.5090, -3.0614, 2.8450)  0.29
H (-1.8960, -1.9334, 6.8214)  0.39
H (-2.0556, -3.5609, 6.2223)  0.41
H (-2.4724, -2.2354, 5.2430)  0.36
H (1.6291, -3.6213, 6.6435)  0.42
H (0.8289, -2.1752, 7.3892)  0.30
H (2.1119, -1.9531, 6.2939)  0.37
H (-0.2148, -0.4745, 7.4043)  0.27
H (-0.2645, 1.6348, 8.2768)  0.46
H (0.2265, 3.7281, 7.0770)  0.35
H (0.5935, 3.5887, 4.4953)  0.50
S (-0.7404, -1.1308, 1.3121)  -0.17
Sb (0.1038, -2.0918, -2.5811)  1.16
C (-1.9761, -2.3054, -3.0072)  0.59
C (-2.7063, -1.2097, -3.4985)  -0.55
C (-3.8569, -1.4835, -4.2446)  -0.53
C (-4.2781, -2.7960, -4.4997)  -0.65
C (-3.5748, -3.8498, -3.9308)  -0.61
C (-2.4335, -3.6457, -3.2230)  -0.42
C (0.4369, -3.9475, -1.5425)  0.56
C (1.2481, -4.9492, -2.0155)  -0.02
C (1.1305, -6.2456, -1.5579)  -0.69
C (0.1842, -6.5023, -0.5515)  -0.63
C (-0.5744, -5.4420, -0.0460)  -1.00
C (-0.4533, -4.1386, -0.5441)  -0.39
C (1.0105, -1.9699, -4.5405)  0.73
C (2.3280, -2.3394, -4.8301)  -0.76
C (2.8205, -1.8230, -6.0219)  -0.52
C (2.0750, -1.0535, -6.9236)  -0.60
C (0.7287, -0.8549, -6.6900)  -0.69
C (0.2041, -1.3068, -5.4547)  -0.32
H (-2.2582, -0.2275, -3.3543)  0.62
H (-4.4566, -0.6748, -4.6554)  0.42
H (-5.1684, -2.9406, -5.0858)  0.42
H (-3.8430, -4.8712, -4.1484)  0.42
H (-1.8803, -4.5016, -2.8252)  0.25
H (2.0449, -4.8125, -2.7590)  0.23
H (1.8053, -7.0384, -1.8836)  0.42
H (0.0615, -7.4694, -0.1008)  0.44
H (-1.3375, -5.6571, 0.6563)  0.51
H (-1.1368, -3.3755, -0.1842)  0.61
H (2.9521, -2.9323, -4.2110)  0.45
H (3.8629, -2.0688, -6.2789)  0.36
H (2.5716, -0.6727, -7.8093)  0.45
H (0.0301, -0.2484, -7.3459)  0.36
H (-0.8487, -1.0960, -5.2200)  0.30

Atoms 1-2, force components in eV/Å:
-1.244 0.226 -0.480
1.050 -1.001 -0.299

Results
- Relative energy (zero: lowest compared OMol25 entry of this formula, charge and spin): 38.6 kcal per mole
- Spin multiplicity: 3
- Net charge: +2
- Orbital gap (alpha / beta): 7.12 / 6.38 eV
- Total energy: -107415.7042 eV